Record 1
Computed, not measured: a 10-piece molecular cluster, C36H54IO27 overall, with the ωB97M-V functional and the def2-TZVPD basis.

The geometry in XYZ format:
```
118
Properties=species:S:1:pos:R:3:forces:R:3:mulliken_charge:R:1
H 2.547408 -3.433007 1.891490 1.692 0.494 -0.203 -0.140
O 5.842043 -0.143627 2.280544 1.931 1.026 -0.077 -0.035
O -4.127762 -1.942351 -4.798011 1.870 -2.029 0.647 -0.616
O 1.497151 5.932983 0.067318 -2.988 0.066 -0.513 -0.412
H -4.953159 0.145916 0.051170 1.419 0.646 0.488 -1.080
O -3.727423 1.817799 -4.224819 -0.821 2.119 4.166 -0.671
C 0.220904 6.419953 -0.328677 0.239 2.416 -0.887 0.548
O 3.823462 -5.089192 2.367431 4.654 -0.725 0.103 -0.406
H -1.071742 -0.036867 4.172212 0.083 0.542 0.056 0.127
C -2.349441 1.275049 2.845211 0.802 -0.706 1.499 1.690
H -4.852052 -2.623326 -0.751370 0.613 0.531 -1.615 0.228
C 2.204001 1.041682 6.201891 0.276 2.221 5.444 0.553
H 0.931880 -5.568178 2.180635 0.061 -0.580 0.132 0.272
C -4.541963 -0.820014 0.344422 0.179 -0.211 -2.392 1.349
C -1.802427 -4.242746 -3.792595 1.975 -0.259 -0.999 -0.329
H 1.681299 3.453982 1.359114 -0.248 0.362 -0.040 0.207
H 2.396524 2.275170 3.759806 0.666 -0.089 -0.257 0.226
C 0.384577 4.533684 -1.492613 1.000 -1.533 0.727 0.567
H -5.283065 3.445064 0.743234 0.524 -0.640 0.154 0.387
C 1.702783 -5.024519 2.726733 -3.594 0.156 -0.194 -0.572
H 4.651978 0.991152 4.262338 -0.327 0.823 -0.015 0.214
O -0.349823 2.812008 -3.866045 0.159 -1.371 1.077 -0.192
C -5.396177 -1.718100 -0.481951 -1.143 -1.481 -2.010 0.373
C -1.193621 2.274538 2.831287 0.041 0.205 1.762 -1.502
H 2.056382 -0.217750 -3.967910 0.013 0.463 0.365 0.416
H -5.479404 1.915959 -0.342143 -0.178 0.229 0.604 0.018
H -1.274547 -3.953415 -2.883894 -0.330 -0.269 0.307 0.354
O -3.097621 -3.746040 -3.867721 -1.749 -1.216 1.011 -0.333
C -3.140153 -2.643129 -4.596119 -3.481 3.213 -0.208 0.685
H -7.002384 -1.665337 -2.114329 0.581 -0.753 0.218 0.363
H 0.827914 1.309120 -2.848251 0.112 0.933 0.240 0.107
H 6.372116 -1.847005 1.267042 0.304 0.005 0.223 0.239
O -0.400419 4.058402 -5.717717 0.551 -4.071 0.977 -0.667
O 2.303875 -5.832572 3.708164 -0.979 -0.244 -0.143 -0.321
H 1.126408 -4.223341 3.189348 0.287 0.034 0.434 0.305
C -5.448440 3.000542 -0.238164 0.190 1.402 -1.554 -1.193
C 3.693862 0.613366 4.619254 1.186 -0.592 -1.208 0.752
H 2.371996 0.702302 -5.455373 -0.175 0.431 0.273 0.430
C -3.814131 2.324954 -3.051378 0.945 -4.174 -8.278 0.384
H 2.026036 0.595810 3.224700 -0.167 0.197 -0.127 0.199
H -2.215588 3.554299 -0.867352 -0.104 0.122 -0.334 -0.219
H 4.625903 -1.343318 -0.646427 0.477 -0.324 0.132 0.438
O 1.744957 1.258922 7.316911 0.898 -1.147 -1.542 -0.643
O -3.410423 1.657605 3.795667 0.550 1.336 -1.212 -0.473
C -0.232574 2.938717 -5.181504 -0.080 4.143 -1.008 0.574
O -2.855439 2.113395 -2.228609 2.356 -0.016 0.966 0.021
H -0.737074 2.180752 3.816608 -0.002 -0.005 0.371 0.345
H -1.494370 3.322043 2.850733 -0.210 -0.019 -0.738 0.465
C -1.178202 -3.560124 -4.988267 1.250 1.857 -0.444 0.254
I 0.339300 -0.668063 0.106457 0.075 0.022 -0.006 -0.833
H 4.289875 0.091104 0.242105 0.217 0.348 -0.144 0.253
C 0.305567 -3.141106 -5.028632 -0.126 -1.534 -0.327 -1.481
O 3.528281 0.958715 5.958152 -0.097 -0.328 1.356 -0.414
C 1.636621 0.099468 -4.922517 1.107 -0.997 0.229 -1.637
H 3.976099 -1.201311 3.429699 0.227 0.557 -0.289 -0.046
H 3.115248 3.374131 0.362969 -0.107 -0.431 -0.097 0.381
O 7.117967 1.362826 3.496973 -0.464 -3.217 -4.944 -0.603
O -4.840339 -1.144195 1.625322 -0.569 -0.971 3.093 -0.223
C 2.741674 -4.498953 1.772694 -4.108 -0.217 0.893 1.318
C 6.051507 -0.830661 1.038228 -3.043 -1.885 0.328 0.515
H -0.120307 3.586619 -1.302163 0.146 -0.127 -0.405 -0.308
H -3.016050 2.098824 -0.285153 -0.344 0.407 0.523 -0.478
C -0.023802 1.440269 -3.515686 -0.510 -0.289 2.027 0.056
O 1.502816 1.154958 5.143435 -1.143 -0.706 -2.719 -0.291
H 1.496854 -4.655333 -0.117315 0.005 0.988 0.621 0.341
H -1.748685 -5.295647 -4.069373 -0.361 -0.214 0.965 0.302
O -1.944556 -2.333038 -5.009267 1.500 0.187 -1.173 -0.253
O -3.057894 -0.458930 4.249002 -0.292 -0.297 0.704 -0.354
C 2.026629 3.414690 0.326019 -0.692 1.397 -0.355 -1.018
C 1.647031 4.652892 -0.573611 0.550 -0.658 -0.267 0.351
H 0.897283 -4.056521 -5.027636 0.138 -0.244 0.616 0.486
H 1.664518 -0.854741 -5.448638 -0.608 0.180 -0.400 0.220
H 6.635924 0.466641 -0.528316 -0.058 1.283 0.606 0.291
C 2.457948 -4.891725 0.339325 1.076 -0.404 0.012 -1.578
H 4.705253 -1.379543 4.957777 -0.283 0.436 0.564 0.387
H -2.691064 1.015959 1.843080 -0.747 0.455 0.113 -0.551
C -6.292136 -1.082280 -1.528082 0.936 0.989 -1.152 -1.497
H -3.569210 -1.240973 0.090144 0.817 1.808 0.131 0.258
C -5.795630 -2.148535 1.671225 -0.422 0.606 1.835 0.458
C -3.763312 0.637332 4.601434 2.024 -0.802 -3.061 0.590
H 0.643860 -2.479417 -4.231247 -0.380 -0.132 0.053 0.262
C -3.036582 2.864002 -1.061161 -0.128 0.128 0.861 0.923
C 3.855158 -0.901808 4.470746 -1.313 -0.454 -1.178 -1.187
H 0.713226 4.626172 -2.527759 -0.519 0.044 -0.013 0.145
H -6.923602 -0.256537 -1.200230 0.221 0.048 0.953 0.359
H -5.600822 -0.596023 -2.216362 -0.068 -0.043 -0.572 0.394
H -4.519632 4.586957 -1.405543 0.699 -0.025 0.160 0.417
H -0.325895 2.069101 2.204427 -0.646 -0.179 -0.763 0.146
H 0.630299 -2.764907 -5.998746 -0.665 0.546 -0.034 0.380
O -6.214379 -2.301911 0.424567 -3.309 -2.173 2.966 -0.398
C 6.940915 0.666339 2.442792 -0.632 2.735 4.628 0.485
C -4.415674 3.507355 -1.297154 -1.454 -0.585 1.538 0.262
H 3.901786 -1.348648 0.971511 0.328 -0.554 0.101 -0.089
C 7.062695 -0.058126 0.326426 0.467 -0.930 -1.762 -0.426
O 7.718795 0.668895 1.344820 0.196 0.446 0.175 -0.335
H -0.851381 0.961481 -2.992266 -0.173 0.419 -0.074 0.014
H 3.280487 -4.386430 -0.166837 -0.164 -0.523 -0.946 0.307
H -6.392902 3.458888 -0.531428 -0.311 -0.451 -0.139 0.440
C 3.591935 -5.869150 3.466757 1.982 -0.413 3.178 0.634
H 1.541263 2.545300 -0.117461 0.473 -0.286 -0.053 0.187
C 4.689729 -0.916650 0.354555 -0.722 0.918 0.058 -1.097
H 2.499392 4.781998 -1.240629 0.046 0.012 -0.028 0.265
O 4.372136 -6.401058 4.284696 -1.751 1.778 -3.894 -0.605
H 7.666142 -0.785072 -0.217164 0.993 0.198 0.533 0.349
O -0.493606 5.552019 -1.107827 1.110 0.577 1.091 -0.387
O -4.605850 0.652193 5.386558 -2.519 0.391 2.603 -0.521
C 0.280062 0.743666 -4.775061 0.003 -0.827 -1.814 1.126
O -6.213658 -2.679272 2.676317 0.933 0.896 -2.006 -0.577
C -1.944236 -0.047180 3.518954 1.015 -0.637 -1.613 -0.309
C 2.410640 1.219670 4.031527 -0.149 -0.693 -0.879 -0.175
H -1.725927 -0.748325 2.713448 -0.047 -0.349 0.205 0.265
H 2.441096 -5.977546 0.245356 0.782 -0.174 -0.039 0.431
O -4.813549 2.965940 -2.589662 -1.381 1.632 1.403 -0.367
O -0.173360 7.558419 -0.213483 1.034 -1.880 0.943 -0.559
O 0.195183 1.800553 -5.711242 -0.188 1.006 -2.207 -0.431
H 2.890991 -1.376084 4.653939 0.042 -0.323 0.885 0.399
H -0.476988 0.021624 -5.081057 -0.233 0.010 0.299 0.067
H -1.475191 -4.120516 -5.874757 0.273 -0.011 -0.269 0.280
```
Forces are in eV/Å.

The spin multiplicity is 1. Its total charge is -1.

Record 2
Computed, not measured: C36H54N15O2TeTl as an isolated structure, with the ωB97M-V functional and the def2-TZVPD basis.

The geometry in XYZ format:
```
109
Properties=species:S:1:pos:R:3:forces:R:3:mulliken_charge:R:1
C 3.019162 6.155873 0.491952 -0.679 -0.270 0.300 -1.000
C 3.135134 -4.258763 1.038439 -1.229 -0.457 -0.134 -1.047
C -5.903303 1.332269 2.005798 0.047 -0.593 -0.692 1.043
C -1.401208 -4.940671 -1.108297 0.744 0.408 -0.437 -0.727
H 2.662536 -2.527967 -4.810233 -0.305 0.439 0.324 0.485
H 1.203109 -2.660880 -3.795430 0.192 0.432 0.004 0.302
C -7.519494 -0.846293 1.235513 1.137 0.471 0.424 -0.917
H -7.661876 2.486082 1.827990 -0.591 0.593 0.212 0.356
N 2.353584 0.174856 2.688832 0.075 2.309 -0.424 -0.056
H 0.012616 2.239164 3.506283 0.002 0.198 -0.056 0.056
H -1.626925 -0.611547 -3.061440 0.596 0.523 -0.031 -0.116
H 4.213946 -2.357272 2.294122 0.020 -0.044 0.085 0.529
C -2.462575 -1.272718 -3.015024 -1.540 -0.214 -0.257 -0.944
H -5.193376 -2.649841 2.529446 -0.165 -0.251 -0.419 0.345
C -2.938239 -3.657265 -2.443649 -0.300 -0.896 -0.086 -0.610
H 2.617765 -1.076502 4.417899 -1.024 0.890 -1.358 0.201
H 2.689189 -0.482139 -2.091898 -0.607 0.902 -0.374 -0.474
H -4.476407 2.199960 3.357721 -0.002 -0.101 -0.599 0.290
H -0.905159 2.730341 -1.965200 0.002 -0.051 0.303 0.080
N 0.732978 2.623092 2.896044 -0.165 0.423 -0.447 -0.525
C -5.306410 0.071448 1.823267 -0.949 -1.772 -0.247 -0.254
H 3.953500 6.634090 0.173640 -0.397 -0.220 -0.019 0.314
C 2.134323 3.825288 0.536860 -0.011 -2.687 0.153 0.289
H -10.049371 -0.371617 1.301734 -0.459 -0.647 -0.085 0.358
N 2.258839 0.427033 -2.390674 0.772 -0.822 -0.172 0.042
C 5.276055 -0.562100 -0.852172 -0.856 -0.144 -0.414 0.710
C 1.257083 -0.538019 -5.815539 0.071 -0.001 0.279 -1.160
C 5.587510 -0.908172 1.459064 -0.435 -1.208 1.300 -0.584
H 0.282838 -0.044109 -5.951413 0.300 -0.014 0.437 0.342
C -2.082443 -2.564682 -2.350123 0.319 -0.675 0.429 0.610
H -2.884722 -1.446062 -4.055152 0.517 0.147 1.213 0.364
H 4.547837 3.395982 -0.489422 0.174 0.646 -0.185 0.351
N 0.444774 3.700355 -3.765437 0.458 1.636 -1.132 -0.441
H -9.877537 0.976878 2.418375 -0.078 -0.030 -0.437 0.310
C 0.804501 -4.867982 0.762331 0.535 -0.613 -0.175 -0.814
H 2.732308 -2.063535 -3.109292 -0.449 0.269 -0.408 0.040
H -3.892182 -3.546346 -2.968096 0.372 -0.115 0.112 0.430
H 1.121120 -1.551632 -6.167958 0.047 -0.103 -0.310 0.466
C -6.154895 -1.060075 1.478896 0.316 1.208 0.302 0.835
C -5.586068 -2.464166 1.517685 -0.849 -0.145 -0.885 -1.671
H 1.921805 1.131728 2.869075 0.734 -1.279 -0.543 0.247
C 2.062696 -5.114877 1.302194 0.024 -0.025 0.223 -0.831
C -0.572415 -3.781604 -1.031700 -1.459 -0.339 -0.228 0.248
H 6.905658 0.318780 0.268471 -0.627 -0.291 0.039 0.333
N 1.158011 4.346463 1.371018 -0.311 1.526 -0.397 -0.089
Tl 0.677223 0.633130 -0.461242 -0.873 -1.327 1.541 0.955
H 2.160471 6.671151 -0.006444 0.662 -0.072 0.462 0.310
C 0.743483 -1.298800 3.553321 -1.345 1.181 -2.767 0.197
H 6.118482 -0.721863 2.397207 -0.270 -0.040 -0.230 0.402
O 0.512529 -2.323023 4.425481 -0.047 0.283 -0.070 -0.305
H 1.479273 1.909901 -4.955823 -0.003 -0.386 0.086 0.334
H -1.036197 5.149401 2.038388 -0.452 -0.127 -0.041 0.206
N 1.208705 1.569384 -4.043431 -0.913 1.792 -1.295 0.005
C 3.902465 -2.084528 0.170827 0.603 0.601 1.501 1.093
O -0.038745 -0.952137 2.654855 1.621 -1.348 2.363 -0.086
H -0.037782 4.445129 -3.234323 0.679 -0.880 -0.891 0.245
C -9.579395 0.578968 1.434497 0.319 0.414 0.189 -1.469
H 2.912319 2.419256 -0.450848 -0.087 -0.388 0.278 -0.196
H 4.831576 5.166707 -0.890926 -0.144 -0.449 0.099 0.284
H 6.001271 -0.655350 -2.954167 -0.362 0.338 1.120 0.293
N -0.660588 4.539692 2.741996 -0.131 -0.952 0.647 -0.545
H 0.004242 -5.586674 1.014371 0.382 0.891 -0.204 0.340
H 2.957218 6.291942 1.602519 -0.111 -0.270 -0.934 0.322
N 3.030565 4.724590 0.085356 0.970 2.241 0.222 0.138
C 6.003253 -0.311828 0.307978 0.439 0.404 -1.074 -0.673
H -5.523055 3.377307 2.640013 -0.322 0.284 -0.308 0.396
H 2.202473 -5.988233 1.955253 -0.045 0.494 -0.277 0.383
H -9.915892 1.233809 0.641727 -0.292 0.345 -0.107 0.305
H -3.185640 -5.787424 -1.924923 0.046 0.482 -0.207 0.388
C 0.687136 -3.857237 -0.207996 1.290 0.957 -0.430 0.705
N -0.297146 1.984103 -2.292071 0.536 1.263 -2.691 -0.515
C 5.710607 0.070666 -2.136059 0.784 -0.594 -1.057 -1.335
H 0.859205 5.316116 1.179519 0.615 -1.022 0.230 0.258
N 1.731231 -2.989210 -0.473205 -0.380 -1.362 1.154 0.301
C -2.569681 -4.884571 -1.878901 0.327 0.442 0.813 -0.678
C 0.387400 2.428422 -3.332497 -0.364 -1.736 2.566 0.323
C -4.995895 2.455943 2.412865 0.205 0.114 0.384 -1.424
H 4.916563 0.649369 -2.589496 -0.213 0.403 0.098 0.159
H -1.064840 -5.882485 -0.642240 -0.420 0.627 -0.410 0.304
C 0.565441 -2.009897 5.809516 -0.567 -0.054 0.455 -0.742
N 2.185102 2.532361 0.257477 0.369 2.650 -0.020 -0.319
H 3.657424 4.173550 -1.833793 0.538 0.072 0.441 0.260
C 1.748676 0.407105 -3.570652 0.998 -2.137 0.988 0.272
C -8.089588 0.412971 1.403576 0.280 0.352 0.333 0.723
N -0.938318 -2.646845 -1.655739 0.680 0.036 0.042 0.319
H -0.136583 -1.193176 6.071264 0.425 -0.298 -0.239 0.301
H -4.229758 2.615792 1.630587 -0.229 0.021 0.458 0.167
C -7.277821 1.495710 1.743583 1.221 -0.911 0.206 -0.949
H 0.231919 -2.912647 6.323082 0.005 0.086 -0.036 0.251
H 1.572092 -1.785197 6.173040 0.014 0.131 -0.122 0.297
H 1.994747 -0.028946 -6.476052 -0.249 -0.299 0.462 0.293
H -4.762506 -2.583003 0.806273 0.083 0.128 0.269 0.238
H -1.331960 3.997186 3.301398 0.153 0.767 -0.565 0.257
H -3.267576 -0.785290 -2.399941 0.710 -0.316 -0.540 0.215
H -8.134310 -1.671349 0.936601 -0.370 -0.442 0.062 0.256
Te -3.243188 -0.399482 2.029737 0.378 0.716 0.146 -0.239
H 1.159493 3.915052 -4.499517 -1.297 0.181 1.358 0.196
H 4.091540 -4.450048 1.464625 0.557 -0.035 0.228 0.679
H -6.363514 -3.200382 1.181761 0.428 0.469 0.678 0.311
N 1.708781 -0.679222 -4.413200 -0.382 0.772 -0.854 0.170
H 3.370530 0.283358 2.599699 -0.657 -0.441 0.415 0.237
H 6.610985 0.668600 -1.954809 -0.333 0.155 -0.141 0.406
C 4.552084 -1.848973 1.407580 0.555 0.777 -0.691 -1.205
C 0.396823 3.728490 2.358331 0.090 -0.688 0.497 0.335
C 2.084047 -2.027053 -4.004716 0.595 -0.710 0.123 -0.823
C 2.904194 -3.165005 0.220025 -2.311 0.195 -1.117 0.110
C 4.101324 4.353739 -0.824178 -0.824 -0.916 -0.616 -0.922
N 1.953125 -0.688849 3.697941 1.032 -1.615 1.981 -0.135
N 4.159686 -1.343024 -0.899579 1.435 -0.260 -0.150 -0.090
```
Forces are in eV/Å.

The spin multiplicity is 1. Its total charge is 0.

E_HOMO? In order: -6.1874; -4.1266 eV.
LUMO level? In order: 1.42; -0.45 eV.
Orbital gap? In order: 0.280; 0.135 Ha.